Entry 1:
Formula: C24H28AgN4OS2
Source: the OMol25 dataset
Level of theory: ωB97M-V/def2-TZVPD

Cartesian coordinates (Å):
Ag (0.0996, 0.6010, -0.1420)
C (-2.4978, 3.9450, 0.0144)
N (-1.7269, 2.9843, 0.7637)
C (-0.4923, 3.5721, 1.2610)
C (-2.5096, 2.3845, 1.8213)
C (-1.8864, 1.1269, 2.4104)
N (-1.5981, 0.0884, 1.4240)
C (-1.0640, -1.0933, 2.0958)
C (-2.7540, -0.2796, 0.6158)
H (-2.8207, 4.8076, 0.6318)
H (-3.3902, 3.4712, -0.4015)
H (-1.8989, 4.3270, -0.8131)
H (-0.6919, 4.3645, 2.0064)
H (0.0593, 4.0133, 0.4298)
H (0.1569, 2.8295, 1.7235)
H (-3.4958, 2.1425, 1.4156)
H (-2.6817, 3.0982, 2.6521)
H (-2.5902, 0.7381, 3.1714)
H (-0.9475, 1.3611, 2.9145)
H (-1.8287, -1.5560, 2.7465)
H (-0.2023, -0.7990, 2.6919)
H (-0.7472, -1.8152, 1.3437)
H (-3.5871, -0.6416, 1.2461)
H (-2.4545, -1.0609, -0.0815)
H (-3.0901, 0.5742, 0.0295)
O (1.2109, 0.9295, 2.2436)
N (2.5165, 0.8996, 2.2386)
C (3.1059, -0.1803, 1.6715)
C (4.4649, -0.3316, 1.6021)
C (5.2652, 0.6802, 2.1359)
C (4.6624, 1.7723, 2.7063)
C (3.2588, 1.9292, 2.7850)
S (2.5204, 3.2722, 3.5269)
H (2.3957, -0.8787, 1.2527)
H (4.8751, -1.2042, 1.1146)
H (6.3460, 0.6142, 2.0930)
H (5.2472, 2.5783, 3.1266)
S (-0.0164, -3.1420, -3.7582)
C (-1.0032, -4.0430, -2.6420)
C (-1.5767, -5.2836, -2.8036)
C (-2.3445, -5.8338, -1.7669)
C (-2.5075, -5.1038, -0.5901)
C (-1.9337, -3.8549, -0.4151)
C (-1.1518, -3.2747, -1.4456)
N (-0.5422, -2.0790, -1.4117)
C (0.1229, -1.8026, -2.5576)
C (0.8833, -0.6417, -2.9017)
C (1.5267, -0.6111, -4.1696)
C (2.2879, 0.4690, -4.5788)
C (2.4405, 1.5646, -3.7396)
C (1.8039, 1.5427, -2.4900)
C (1.0205, 0.4892, -2.0251)
H (-1.4349, -5.8324, -3.7289)
H (-2.8010, -6.8097, -1.8808)
H (-3.1009, -5.5237, 0.2167)
H (-2.0804, -3.3156, 0.5116)
H (1.4328, -1.4541, -4.8465)
H (2.7645, 0.4478, -5.5550)
H (3.0407, 2.4176, -4.0409)
H (1.9404, 2.4102, -1.8487)

Cartesian forces (eV/Å) of the 3 atoms listed first:
Ag -0.10 -0.16 -0.08
C -0.02 0.00 0.01
N 0.02 0.01 -0.01

Computed properties:
* charge: -2
* spin multiplicity: 2
* HOMO level (alpha / beta): 1.231 / -1.563 eV
* E_tot: -2168.8680 Eh
* relative energy (zero: lowest compared OMol25 entry of this formula, charge and spin): 0.00 kJ/mol

These are the Mulliken partial charges, in e, on atoms 1 to 8: -0.567 -1.213 0.622 -0.792 -1.384 -0.985 1.679 -1.225



Entry 2:
Formula: C24H28As2Br2N3O10ReS2
Source: the OMol25 dataset
Level of theory: ωB97M-V/def2-TZVPD

Cartesian coordinates (Å):
Re (-0.0527, 0.3826, -0.8008)
Br (0.2275, 1.5836, 3.4316)
C (0.6875, 2.9003, 2.1479)
Br (-0.2893, 2.7334, 0.4361)
H (1.7388, 2.8494, 1.8953)
H (0.3859, 3.8832, 2.4926)
N (6.2055, -3.4468, -4.4459)
C (5.0790, -2.8573, -4.0531)
C (3.8372, -3.2068, -4.6503)
C (2.6876, -2.5832, -4.2730)
C (2.7278, -1.6012, -3.2559)
C (3.9526, -1.2430, -2.6493)
C (5.1023, -1.8608, -3.0392)
S (1.3098, -0.8004, -2.8739)
O (0.3663, -0.7076, -3.9302)
O (1.6331, 0.4650, -2.0873)
N (0.4230, -1.5038, -1.5780)
C (1.1971, -1.7887, -0.4488)
S (2.2948, -3.0178, -0.0722)
C (2.5750, -2.2561, 1.4520)
C (1.8404, -1.1330, 1.5979)
N (1.0406, -0.8741, 0.5016)
H (6.2092, -4.1301, -5.1848)
H (7.0973, -3.1842, -4.0612)
H (3.8166, -3.9528, -5.4337)
H (1.7525, -2.8199, -4.7633)
H (3.9838, -0.4594, -1.9038)
H (6.0483, -1.5747, -2.5989)
H (3.2660, -2.6877, 2.1590)
H (1.8210, -0.4841, 2.4584)
C (-3.2109, -0.2578, 3.0202)
O (-3.0864, 1.1135, 2.6219)
C (-3.4795, 1.5422, 1.4328)
O (-3.5734, 2.7120, 1.1918)
C (-3.7596, 0.5684, 0.2944)
C (-4.8064, 0.8025, -0.4953)
As (-4.7055, 0.3502, -2.3731)
C (-6.1890, -0.2985, -3.3896)
C (-2.9957, 0.6909, -2.9011)
C (-3.0323, -0.6612, -2.2484)
As (-2.3729, -0.6400, -0.4330)
C (-2.4936, -2.4060, 0.3324)
C (-2.9607, -1.8663, -3.1496)
O (-3.5220, -1.8731, -4.2099)
O (-2.2756, -2.8734, -2.6257)
C (-2.2064, -4.0627, -3.4601)
C (-2.0977, 1.7062, -2.7068)
O (-0.9163, 1.4766, -2.1714)
O (-2.2467, 2.9508, -3.0329)
C (-3.3894, 3.3456, -3.8364)
C (-5.8400, 1.9111, -0.5325)
O (-5.9677, 2.3209, -1.6844)
O (-6.5096, 2.4052, 0.4439)
C (-6.6046, 1.8137, 1.7623)
H (-3.4288, -0.2471, 4.0838)
H (-2.2617, -0.7682, 2.8546)
H (-4.0276, -0.7558, 2.4959)
H (-7.0175, 0.3861, -3.2263)
H (-6.4162, -1.3069, -3.0514)
H (-5.8683, -0.3102, -4.4290)
H (-3.4591, -2.8322, 0.0668)
H (-2.3681, -2.3815, 1.4088)
H (-1.7034, -2.9877, -0.1366)
H (-1.5677, -4.7564, -2.9245)
H (-1.7864, -3.8042, -4.4284)
H (-3.2020, -4.4779, -3.5930)
H (-3.1504, 4.3389, -4.1969)
H (-4.2819, 3.3747, -3.2158)
H (-3.5015, 2.6505, -4.6671)
H (-6.3884, 2.6038, 2.4732)
H (-5.9122, 0.9838, 1.8803)
H (-7.6267, 1.4643, 1.8745)

Cartesian forces (eV/Å) of the 3 atoms listed first:
Re -0.15 0.21 0.10
Br -0.03 0.01 0.02
C 0.03 -0.02 -0.04

Computed properties:
* charge: +3
* spin multiplicity: 4
* HOMO level (alpha / beta): -15.690 / -15.698 eV
* E_tot: -12341.1460 Eh

These are the Mulliken partial charges, in e, on atoms 1 to 8: 1.025 -0.056 -0.639 0.086 0.423 0.478 -0.415 1.149